C6H16 | ωB97M-V/def2-TZVPD

```
22
Properties=species:S:1:pos:R:3
C 0.247 1.159 0.151
C -0.932 0.915 1.092
C -0.302 1.678 -1.190
C 1.362 2.052 0.640
H 0.676 0.214 -0.187
H -0.633 1.095 2.125
H -0.738 2.691 -1.175
H 0.482 1.696 -1.946
H -1.158 1.155 -1.630
H 2.042 2.451 -0.103
H 1.027 2.889 1.280
H -1.281 -0.115 1.029
H -1.765 1.575 0.858
H 1.918 1.558 1.451
C -0.163 -2.958 0.380
C -0.090 -2.294 -0.985
H 0.406 -2.383 1.110
H -1.180 -3.085 0.758
H 0.238 -3.973 0.342
H 0.959 -2.156 -1.241
H -0.553 -2.850 -1.800
H -0.560 -1.312 -0.960
```

Summary:
SMILES: CC(C)C.CC
HOMO-LUMO gap (eV): 11.93
Charge: 0
E (a.u.): -238.1792
Strongest force on any atom (Eh/bohr): 0.045
Molecular weight (u): 88.2
Relative energy (zero: lowest compared OMol25 entry of this formula, charge and spin) (eV): 0.471


C6H6O | ωB97M-V/def2-TZVPD

```
13
Properties=species:S:1:pos:R:3
C 0.343 -1.025 -0.003
C -0.474 0.145 -0.005
C -2.018 -0.744 -0.004
C -0.536 1.451 0.007
C 1.921 -0.338 0.000
C 2.783 0.512 0.000
O -3.018 -0.092 0.001
H -2.059 -1.856 -0.003
H 0.313 -1.605 0.918
H 0.317 -1.605 -0.924
H 0.346 2.071 0.008
H -1.519 1.907 0.005
H 3.602 1.180 0.000
```

Summary:
SMILES: C#CCC(=C)C=O
HOMO-LUMO gap (eV): 10.02
Charge: 0
E (a.u.): -307.2862
Strongest force on any atom (Eh/bohr): 0.144
Molecular weight (u): 94.1
Relative energy (zero: lowest compared OMol25 entry of this formula, charge and spin) (eV): 4.822


C4H7N2P | ωB97M-V/def2-TZVPD

```
14
Properties=species:S:1:pos:R:3
C -0.583 1.376 1.467
C -1.290 0.630 0.593
C 0.829 0.093 0.453
C -0.727 -1.211 -1.026
N 0.704 1.040 1.511
N -0.430 -0.159 -0.059
P 2.439 -0.465 -0.071
H -0.988 2.052 2.282
H -2.420 0.642 0.365
H -0.892 -2.285 -0.591
H -1.720 -0.931 -1.611
H 0.073 -1.163 -1.633
H 3.148 0.824 -0.335
H 1.856 -0.441 -1.345
```

Summary:
SMILES: Cn1ccnc1P
HOMO-LUMO gap (eV): 8.91
Charge: 0
E (a.u.): -607.4107
Strongest force on any atom (Eh/bohr): 0.096
Molecular weight (u): 114.1
Relative energy (zero: lowest compared OMol25 entry of this formula, charge and spin) (eV): 1.323


C3H6N4 | ωB97M-V/def2-TZVPD

```
13
Properties=species:S:1:pos:R:3
C 0.162 0.652 -0.273
C -1.129 1.028 -0.138
C 0.037 -0.839 -0.204
H 2.330 0.728 -0.530
H 1.480 2.183 0.081
H -1.897 1.915 0.164
H -2.934 -0.164 0.136
H 0.739 -2.459 -0.193
H 1.735 -1.358 0.966
N 1.356 1.157 0.133
N -1.827 -0.093 -0.087
N -1.203 -1.199 0.109
N 1.149 -1.550 -0.165
```

Summary:
HOMO-LUMO gap (eV): 8.39
Charge: 0
E (a.u.): -336.7903
Strongest force on any atom (Eh/bohr): 0.167
Molecular weight (u): 98.1
Relative energy (zero: lowest compared OMol25 entry of this formula, charge and spin) (eV): 4.324


C13H16ClN2O7P | ωB97M-V/def2-TZVPD

```
40
Properties=species:S:1:pos:R:3
C 5.336 2.053 0.670
C 3.748 1.807 0.761
N 3.315 0.595 -0.066
C 2.254 -0.044 0.760
C 0.897 0.761 0.871
C -0.233 0.167 1.758
C -1.652 0.854 1.977
O -2.682 0.152 2.157
O -1.845 2.284 1.932
C -2.247 2.501 0.522
O -1.372 2.891 -0.319
O -3.555 2.218 0.153
C 0.058 -1.193 2.484
C 1.439 -1.863 2.275
N 2.517 -1.300 1.429
P 4.036 -2.234 1.384
O 3.510 -3.890 1.486
Cl 4.948 -2.140 -0.537
H 5.509 2.886 -0.097
H 5.696 2.379 1.713
H 5.900 1.078 0.424
H 3.106 2.691 0.420
H 3.456 1.605 1.866
H 2.828 0.912 -0.920
H 0.750 1.763 0.306
H -0.732 -1.674 3.173
H 1.627 -2.843 2.850
H 2.726 -3.963 0.871
O -1.647 -1.570 -2.733
C -2.767 -1.117 -2.748
O -3.336 -0.527 -3.833
C -4.621 -0.007 -3.471
C -5.036 -0.790 -2.249
C -3.711 -1.076 -1.579
H -4.518 1.062 -3.265
H -5.319 -0.143 -4.300
H -5.743 -0.254 -1.614
H -5.504 -1.733 -2.553
H -3.412 -0.266 -0.907
H -3.725 -2.030 -1.051
```

Summary:
HOMO-LUMO gap (eV): 4.85
Charge: 0
E (a.u.): -1942.5019
Strongest force on any atom (Eh/bohr): 0.151
Molecular weight (u): 378.7


C6H14NO2 | ωB97M-V/def2-TZVPD

```
23
Properties=species:S:1:pos:R:3
C 3.002 -0.933 1.192
C 1.604 -0.990 0.741
C -3.341 0.549 0.213
C 0.716 -0.003 -2.154
C -1.872 0.452 0.592
C 0.037 0.552 -0.957
N -1.086 0.024 -0.552
O 1.981 -0.956 2.228
O 0.453 1.648 -0.368
H 3.641 -1.809 1.248
H 3.556 -0.001 1.143
H 1.306 -2.035 0.560
H -3.687 -0.384 -0.226
H -3.935 0.747 1.100
H -3.506 1.357 -0.496
H 1.508 0.651 -2.510
H 1.156 -0.970 -1.918
H 0.000 -0.153 -2.961
H -1.732 -0.286 1.388
H -1.490 1.415 0.930
H 1.841 -0.068 2.597
H -1.420 -0.798 -1.036
H 1.270 1.990 -0.755
```

Summary:
HOMO-LUMO gap (eV): 8.95
Charge: +1
E (a.u.): -441.8702
Strongest force on any atom (Eh/bohr): 0.036
Molecular weight (u): 132.2
Relative energy (zero: lowest compared OMol25 entry of this formula, charge and spin) (eV): 3.147


- What is the HOMO-LUMO gap in the third record?
  8.91 eV


- The highest charge belongs to which entry?
  C6H14NO2


- Which of these has the lowest molecular weight?
  C6H16


- What is the formula in the fourth record?
  C3H6N4